# C43H42Cl3N4O5PdS

A structure of composition C43H42Cl3N4O5PdS (ωB97M-V/def2-TZVPD, the Open Molecules 2025 dataset).

Geometry as XYZ:
```
99
Properties=species:S:1:pos:R:3:forces:R:3
Pd -1.2226 0.4535 -1.5134 0.3 0.1 0.7
Cl -0.4500 -7.2792 3.5647 0.0 -0.1 0.0
Cl -0.9735 -2.4004 6.2838 -0.3 -0.1 0.2
Cl 2.3345 1.7820 6.5532 0.0 0.2 0.1
S 1.0589 -7.2594 0.9656 0.3 0.6 0.7
O 0.7408 -4.3982 4.6201 -0.2 0.0 0.0
O -0.4700 4.2610 1.4557 0.1 0.2 -0.3
O 1.0014 0.8260 -1.6645 -1.2 -1.2 -0.3
O -2.4800 -1.0825 -2.6374 0.3 -0.3 0.6
O -1.5481 2.1832 -0.2160 0.1 -0.6 0.1
N -2.6132 1.5677 -2.6485 1.3 0.5 0.3
N -0.8160 -2.6860 1.8417 -0.1 0.2 -0.2
N -1.0230 -1.2852 0.1575 0.0 0.4 -0.2
N -3.4882 0.8560 -3.3695 -1.5 -0.3 -1.1
C 4.1599 1.0790 0.9866 -0.3 0.1 0.2
C 2.7562 -5.5961 1.9647 0.1 -0.3 -0.6
C 2.6342 1.0840 0.8046 0.1 -0.1 -0.1
C 2.4757 -6.2774 0.8181 -0.4 -0.2 0.2
C -5.3474 -0.8535 -4.8056 0.1 0.0 0.1
C 2.2468 2.1898 -0.1692 -0.2 -0.2 -0.2
C 0.3580 -1.5368 5.6073 0.4 0.1 -0.3
C -4.9951 -2.3192 -2.9373 0.2 0.2 0.0
C -1.5036 5.0361 -2.4834 0.0 0.1 -0.1
C -1.7634 3.7440 -2.0041 0.5 0.0 0.5
C -1.1510 -1.4352 1.4520 -0.1 0.2 0.0
C -1.3501 3.3604 -0.6843 -0.2 0.4 -0.3
C -0.5861 -2.4821 -0.3255 0.1 -0.3 0.2
C -0.8638 5.9688 -1.7089 -0.2 0.1 -0.2
C -0.5275 5.6481 -0.3966 -0.2 -0.4 0.2
C 1.1627 2.8963 -3.8140 0.1 -0.1 -0.2
C 2.4578 4.5417 -0.6972 0.2 0.1 0.0
C 2.1973 -0.3233 0.4129 -0.2 0.2 0.2
C -0.4473 -3.3587 0.7087 0.1 -0.1 -0.4
C 0.6324 -3.2763 3.7540 -0.2 0.0 -0.2
C 2.1387 -1.2911 4.0407 -0.2 -0.2 0.0
C 1.0247 -2.0082 4.4734 0.2 0.0 0.1
C 0.6735 1.5237 -4.2632 -0.4 0.1 0.2
C 0.8583 -6.7272 2.6085 0.5 0.1 -0.4
C -2.4815 2.8419 -2.8470 -0.5 -0.6 -0.3
C -0.6103 3.0086 2.0832 0.0 -0.4 0.3
C -6.8878 -2.6478 -4.3688 0.0 -0.1 0.0
C 2.6434 3.4724 0.1611 0.0 0.3 -0.1
C -6.1398 -3.0193 -3.2639 -0.1 -0.1 0.0
C -0.8012 -3.2439 3.1637 0.3 -0.3 0.5
C 1.5527 1.9560 -1.4052 0.6 1.3 0.3
C 0.7562 -0.3790 6.2498 0.1 0.2 0.0
C -4.5966 -1.2198 -3.6931 -0.1 -0.2 -0.1
C 1.8685 -5.2147 4.3705 0.1 0.0 0.2
C 2.3911 3.2765 -4.6617 -0.3 0.1 0.0
C 2.5499 -0.1280 4.6567 -0.1 0.3 0.3
C 1.8400 -5.8519 3.0093 -0.8 -0.4 0.2
C -0.7835 4.3980 0.1255 0.0 0.4 0.0
C 1.8445 0.3296 5.7619 0.0 -0.4 -0.3
C 1.5394 3.0388 -2.3492 -0.1 -0.3 0.1
C 1.9435 4.2994 -1.9583 0.2 0.0 0.2
C -3.4155 -0.4544 -3.2144 0.5 1.1 0.0
C -6.4806 -1.5721 -5.1421 -0.1 0.0 -0.1
H 2.7444 5.5422 -0.4054 0.0 0.1 0.1
H -0.0116 2.2397 1.5907 0.0 0.1 0.1
H -7.0651 -1.2889 -6.0065 0.0 0.0 -0.1
H 1.8510 5.1198 -2.6570 0.0 0.1 -0.1
H 1.8257 -5.9824 5.1485 0.1 0.1 -0.1
H -0.1304 -4.3809 0.7380 0.1 -0.3 0.0
H 3.4022 0.4212 4.2885 0.1 0.1 0.0
H 3.2396 2.6491 -4.3930 0.1 -0.1 0.0
H 4.4483 0.2926 1.6839 0.1 -0.1 0.1
H -4.3974 -2.5876 -2.0790 0.1 -0.1 0.1
H -2.9914 3.2771 -3.7086 -0.1 -0.1 0.0
H 2.6727 4.3148 -4.5039 0.1 0.1 0.0
H 2.5149 -1.0334 1.1757 0.1 -0.1 0.1
H 0.3713 3.6271 -4.0232 0.0 0.0 0.0
H -0.6307 6.9491 -2.0983 0.0 0.1 -0.1
H -0.2417 1.2385 -3.7286 0.4 0.0 -0.3
H -1.4769 -0.6726 2.1335 0.0 0.1 0.2
H 1.4317 0.7683 -4.0718 0.0 -0.1 0.0
H 1.3136 -3.4115 2.9020 -0.1 0.1 0.1
H -0.0458 6.3729 0.2419 0.1 0.1 0.1
H -1.7958 5.2757 -3.4957 -0.1 0.1 -0.2
H 0.2224 -0.0354 7.1208 0.0 0.1 0.1
H 3.1039 3.6501 1.1256 0.0 0.0 0.1
H -6.4539 -3.8489 -2.6464 0.0 -0.1 0.0
H -1.1407 -4.2835 3.1170 0.0 0.2 0.0
H -0.2631 3.1605 3.1071 0.0 0.0 0.0
H -5.0372 -0.0045 -5.3954 0.0 0.1 0.0
H 2.6372 -0.6134 -0.5364 0.0 -0.1 -0.1
H -0.4131 -2.6266 -1.3744 0.0 -0.1 -0.1
H 4.5191 2.0294 1.3716 0.1 0.1 0.0
H 2.1866 1.3145 1.7817 0.0 0.0 0.0
H 2.1787 3.1413 -5.7221 0.0 0.0 -0.1
H 1.1206 -0.3718 0.3116 0.1 -0.1 0.0
H 2.9988 -6.2613 -0.1163 0.2 0.1 -0.2
H 2.7968 -4.6354 4.4887 -0.1 -0.1 0.0
H -7.7782 -3.2027 -4.6318 -0.1 0.0 0.0
H -1.6539 2.6831 2.0870 0.1 0.0 0.1
H 3.6005 -4.9355 2.0661 0.1 0.1 0.0
H 4.6456 0.8936 0.0324 0.1 0.0 -0.2
H 2.6989 -1.6579 3.1930 0.0 0.0 -0.1
H -1.4836 -2.6886 3.8082 0.1 -0.1 -0.2
H 0.4615 1.5465 -5.3330 0.0 0.0 -0.1
```
Forces are in eV/Å.

## Properties
energy relative to the best compared isomer or geometry (same formula, charge and spin) = 41.0 kcal per mole
Kohn-Sham gap (spin up / spin down) = 5.516 / 5.787 eV
multiplicity = 3
expectation value of S² = 2.0120
total charge = -1
strongest force on any atom = 1.867 eV Å⁻¹